Computed, not measured: a 4-piece molecular cluster, C5H14NO5 overall in a non-equilibrium geometry, with ωB97M-V/def2-TZVPD.

Calculated values
E: -17141.067 eV
energy above the lowest of the compared OMol25 structures with the same formula, charge and spin: 1.7255 eV
E_HOMO: -0.1886 Ha
gap between HOMO and LUMO: 8.68 eV
maximum force: 2.59 eV Å⁻¹
LUMO energy: 3.5 eV
net charge: -1

Atoms and positions in Å:
O (1.7409, 0.7129, 2.2225)
C (0.9561, -0.0128, 1.5972)
O (1.2198, -0.6133, 0.5070)
C (-0.4284, -0.3627, 2.2390)
C (-1.4427, 0.7358, 1.7926)
C (-1.4162, 1.5058, 0.5025)
C (-1.2578, 0.9194, -0.6741)
N (-1.3750, 1.4845, -1.9901)
H (-0.5415, -1.3899, 1.9148)
H (-0.4384, -0.3942, 3.3697)
H (-2.4610, 0.3077, 1.8296)
H (-1.4287, 1.4327, 2.6434)
H (-1.8203, 2.4995, 0.5892)
H (-1.1870, -0.1651, -0.6500)
H (-0.7066, 1.2791, -2.7075)
H (-1.5399, 2.4621, -1.7962)
H (-1.1316, -1.8861, -3.6612)
H (0.2791, -2.3210, -3.2699)
O (-0.4521, -2.5299, -3.8904)
H (3.3246, 0.1521, 1.3062)
H (3.6565, 1.3889, 0.6347)
O (4.1090, 0.5852, 0.9230)
H (1.1268, -2.5863, -1.1887)
H (0.6814, -1.3021, -0.7056)
O (0.5330, -1.9022, -1.5375)



Computed, not measured: one molecule with the formula C13H13N3OS in a non-equilibrium geometry, with ωB97M-V/def2-TZVPD.

Calculated values
SMILES: [H]/N=c1/cc(C(C)(C)O)n2c(nc3ccccc32)s1
E: -31044.018 eV
energy above the lowest of the compared OMol25 structures with the same formula, charge and spin: 2.5720 eV
E_HOMO: -0.3093 Ha
gap between HOMO and LUMO: 8.27 eV
maximum force: 3.84 eV Å⁻¹
LUMO energy: -0.1 eV
net charge: 0

Atoms and positions in Å:
H (-4.3310, -2.5463, 2.8671)
N (-3.9563, -1.6034, 2.7409)
C (-3.0058, -1.3999, 1.8504)
C (-2.5178, -0.0553, 1.7372)
C (-1.3244, 0.3711, 1.1777)
C (-1.1734, 1.8870, 1.0166)
C (-2.4278, 2.5903, 0.4837)
C (-0.6172, 2.5415, 2.2797)
O (-0.2256, 2.1482, -0.0317)
N (-0.3874, -0.6224, 0.7372)
C (-0.7314, -1.9673, 0.5263)
N (0.2292, -2.6598, -0.0532)
C (1.3361, -1.8143, -0.1422)
C (2.6450, -2.0520, -0.6450)
C (3.6377, -1.0858, -0.4217)
C (3.3130, 0.1486, 0.2170)
C (1.9889, 0.3920, 0.6110)
C (0.9911, -0.5895, 0.4147)
S (-2.3001, -2.7049, 0.9474)
H (-3.1365, 0.6526, 2.2399)
H (-2.7611, 2.1046, -0.4242)
H (-2.2265, 3.6161, 0.2551)
H (-3.2481, 2.6291, 1.2090)
H (0.2393, 1.9891, 2.6328)
H (-1.3616, 2.6013, 3.0365)
H (-0.3085, 3.5785, 2.0552)
H (-0.4166, 1.6498, -0.8300)
H (2.8399, -3.0112, -1.1265)
H (4.6546, -1.2179, -0.8201)
H (4.1073, 0.8905, 0.3225)
H (1.7906, 1.3852, 1.0281)



Computed, not measured: a 2-piece molecular cluster, C15H24N3 overall in a non-equilibrium geometry, with ωB97M-V/def2-TZVPD.

Calculated values
E: -20406.373 eV
energy above the lowest of the compared OMol25 structures with the same formula, charge and spin: 0.0000 eV
E_HOMO: -0.3780 Ha
gap between HOMO and LUMO: 5.28 eV
maximum force: 3.42 eV Å⁻¹
LUMO energy: -5.0 eV
net charge: +1

Atoms and positions in Å:
C (2.1602, 1.2183, 4.0194)
C (2.5018, -0.2506, 4.3362)
C (1.3235, -1.0685, 3.7816)
N (0.6729, -0.2225, 2.7456)
C (-0.5107, -0.5402, 2.1429)
C (-1.1367, 0.2782, 1.2255)
C (-2.4060, 0.0624, 0.7225)
C (-3.0635, 0.9218, -0.2094)
C (-4.4499, 0.7962, -0.4259)
C (-5.1099, 1.6396, -1.2857)
C (-4.4134, 2.6192, -1.9751)
C (-3.0483, 2.7531, -1.7945)
C (-2.3775, 1.9253, -0.9237)
C (1.1914, 1.1690, 2.8248)
H (1.6682, 1.6803, 4.8851)
H (3.0517, 1.8209, 3.8018)
H (3.4343, -0.5388, 3.8368)
H (2.6578, -0.4213, 5.4090)
H (1.6373, -2.0246, 3.3468)
H (0.5841, -1.2850, 4.5587)
H (-0.9935, -1.4515, 2.4447)
H (-0.6073, 1.1542, 0.8994)
H (-2.9403, -0.7976, 1.0857)
H (-4.9959, 0.0435, 0.1177)
H (-6.1768, 1.5531, -1.4155)
H (-4.9336, 3.2793, -2.6504)
H (-2.5094, 3.5101, -2.3388)
H (-1.3143, 2.0313, -0.8067)
H (0.3479, 1.8575, 2.9491)
H (1.6864, 1.4112, 1.8783)
C (-4.4266, -0.9090, 4.7591)
N (-4.9069, 0.1019, 3.8314)
N (-5.0104, 1.4452, 4.4011)
C (-6.3478, 1.8984, 4.7476)
H (-4.5088, -1.9073, 4.3281)
H (-3.3889, -0.7279, 5.0437)
H (-5.0204, -0.8837, 5.6691)
H (-4.3049, 0.1185, 3.0001)
H (-4.5586, 2.1345, 3.7888)
H (-6.3085, 2.8578, 5.2649)
H (-6.9784, 1.9982, 3.8629)
H (-6.8272, 1.1812, 5.4086)



Computed, not measured: a 2-piece molecular cluster, C2H4O3Si overall in a non-equilibrium geometry, with ωB97M-V/def2-TZVPD.

Calculated values
E: -16153.968 eV
energy above the lowest of the compared OMol25 structures with the same formula, charge and spin: 6.0164 eV
E_HOMO: -0.3446 Ha
gap between HOMO and LUMO: 8.57 eV
maximum force: 3.53 eV Å⁻¹
LUMO energy: -0.8 eV
net charge: 0

Atoms and positions in Å:
C (-1.1800, 1.8245, -0.2587)
C (1.8451, -1.0002, 0.1685)
O (-0.7573, 2.6903, -0.9385)
O (-1.7253, -0.8100, 0.8637)
O (-1.7521, -1.1497, -0.5946)
Si (-0.6231, -0.0165, -0.0822)
H (-2.0258, 1.9201, 0.3610)
H (2.2629, -0.7857, 1.1647)
H (1.5900, -2.0317, -0.0001)
H (2.3658, -0.6412, -0.6839)



Computed, not measured: one molecule with the formula C6H6O2 in a non-equilibrium geometry, with ωB97M-V/def2-TZVPD.

Calculated values
SMILES: O=C/C=C\C=C/C=O
E: -10411.035 eV
energy above the lowest of the compared OMol25 structures with the same formula, charge and spin: 2.3741 eV
E_HOMO: -0.3618 Ha
gap between HOMO and LUMO: 8.72 eV
maximum force: 3.21 eV Å⁻¹
LUMO energy: -1.1 eV
net charge: 0

Atoms and positions in Å:
O (-2.2577, -1.9470, 0.0461)
C (-1.7288, -0.9305, 0.4372)
C (-1.5858, 0.2378, -0.3899)
C (-0.6704, 1.2042, -0.3313)
C (0.6111, 1.1449, 0.3655)
C (1.7544, 0.3559, 0.1300)
C (1.6255, -1.0141, -0.2393)
O (2.4546, -1.8947, -0.1934)
H (-1.0262, -0.8988, 1.3479)
H (-2.3500, 0.2167, -1.1926)
H (-0.9229, 2.1508, -0.8777)
H (0.7273, 1.9879, 0.9669)
H (2.7726, 0.6433, 0.3807)
H (0.5962, -1.2564, -0.4501)



Computed, not measured: C42H66AgGeN4OP3 as an isolated structure in a non-equilibrium geometry, with ωB97M-V/def2-TZVPD.

Calculated values
E: -141014.067 eV
energy above the lowest of the compared OMol25 structures with the same formula, charge and spin: 0.0000 eV
E_HOMO (alpha / beta): -0.1089 / -0.1331 Ha
gap between HOMO and LUMO (alpha / beta): 5.58 / 6.02 eV
maximum force: 1.41 eV Å⁻¹
⟨S²⟩: 0.752
LUMO energy (alpha / beta): 2.6 / 2.4 eV
net charge: -1
2S+1: 2

Atoms and positions in Å:
Ag (-4.0662, -0.5700, -1.1784)
C (0.2213, -4.1348, -3.8622)
C (-0.2213, -2.6739, -3.7658)
C (-0.6165, -2.1256, -5.1367)
P (0.8569, -1.4220, -2.9131)
C (1.4689, -2.3917, -1.4529)
N (1.7578, -1.5170, -0.3393)
Ge (0.7825, 0.2267, -0.1132)
N (2.1705, 1.5894, -0.5865)
C (2.0845, 2.4152, -1.7672)
P (0.4366, 2.3108, -2.6198)
C (0.8045, 3.4348, -4.0708)
C (1.3870, 2.5788, -5.1995)
C (1.6822, 4.6641, -3.8418)
C (-0.6779, 3.2921, -1.5003)
C (-1.8714, 3.8397, -2.2827)
C (-0.0655, 4.3548, -0.5954)
C (3.3987, 1.4716, -0.0048)
C (4.5925, 2.0496, -0.4650)
C (5.7937, 1.8052, 0.1891)
C (5.8475, 0.9854, 1.3035)
C (4.6659, 0.4204, 1.7823)
C (3.4685, 0.6765, 1.1548)
N (2.1958, 0.1438, 1.6301)
C (2.3255, -1.2773, 1.9399)
C (2.6366, -1.7590, 3.1850)
C (2.8077, -3.1324, 3.3765)
C (2.6690, -3.9810, 2.2929)
C (2.3391, -3.4936, 1.0302)
C (2.1379, -2.1202, 0.8300)
C (1.5946, 0.9047, 2.7204)
C (2.2832, 1.8632, 3.4217)
C (1.7064, 2.4934, 4.5281)
C (0.4430, 2.0836, 4.9250)
C (-0.2678, 1.1219, 4.2234)
C (0.2440, 0.5227, 3.0391)
N (-0.3554, -0.3492, 2.2269)
C (-1.6618, -0.8230, 2.5681)
P (-4.4791, -1.1941, 1.7234)
C (-5.3239, -0.2347, 3.0825)
C (-4.5348, 0.2886, 4.2838)
C (-6.1588, 0.9011, 2.4790)
C (-4.3306, -2.9155, 2.4459)
C (-4.0327, -3.0349, 3.9401)
C (-5.5953, -3.7038, 2.1001)
C (2.4228, -1.2402, -3.9119)
C (3.1040, -2.4800, -4.4847)
C (3.4035, -0.4523, -3.0332)
H (-0.6214, -4.7531, -4.1864)
H (0.5668, -4.5297, -2.9059)
H (1.0194, -4.2717, -4.5896)
H (-1.1202, -2.6502, -3.1359)
H (0.2206, -2.1977, -5.8376)
H (-0.9208, -1.0793, -5.0734)
H (-1.4504, -2.6918, -5.5577)
H (2.3736, -2.9407, -1.7515)
H (0.7254, -3.1630, -1.1969)
H (2.8142, 2.1207, -2.5414)
H (2.3278, 3.4565, -1.5139)
H (-0.1840, 3.7770, -4.3941)
H (2.4112, 2.2733, -4.9651)
H (1.4181, 3.1415, -6.1371)
H (0.8004, 1.6730, -5.3579)
H (2.6917, 4.3762, -3.5414)
H (1.2820, 5.3256, -3.0742)
H (1.7738, 5.2446, -4.7654)
H (-1.0611, 2.4957, -0.8550)
H (-1.5967, 4.7303, -2.8550)
H (-2.6728, 4.1253, -1.5966)
H (-2.2804, 3.1004, -2.9753)
H (0.3749, 5.1769, -1.1631)
H (0.7034, 3.9355, 0.0562)
H (-0.8402, 4.7838, 0.0483)
H (4.5808, 2.6761, -1.3463)
H (6.7022, 2.2574, -0.1924)
H (6.7868, 0.7831, 1.8009)
H (4.6836, -0.2250, 2.6507)
H (2.7254, -1.0653, 4.0131)
H (3.0464, -3.5196, 4.3584)
H (2.8111, -5.0481, 2.4223)
H (2.2301, -4.1845, 0.2060)
H (3.2881, 2.1258, 3.1158)
H (2.2494, 3.2555, 5.0701)
H (-0.0092, 2.5185, 5.8105)
H (-1.2364, 0.8217, 4.6061)
H (-2.0772, -0.3846, 3.4811)
H (-1.6310, -1.9075, 2.7623)
H (-6.0295, -0.9934, 3.4467)
H (-3.8263, 1.0577, 3.9816)
H (-3.9841, -0.4914, 4.8047)
H (-5.2221, 0.7486, 5.0010)
H (-5.5404, 1.7825, 2.3015)
H (-6.9577, 1.1923, 3.1659)
H (-6.6063, 0.6165, 1.5266)
H (-3.4931, -3.3651, 1.9045)
H (-4.8472, -2.6256, 4.5418)
H (-3.1113, -2.5262, 4.2186)
H (-3.9271, -4.0883, 4.2154)
H (-6.4671, -3.2815, 2.6092)
H (-5.5011, -4.7450, 2.4196)
H (-5.7995, -3.6834, 1.0293)
H (2.1316, -0.5920, -4.7461)
H (3.2611, -3.2455, -3.7216)
H (4.0875, -2.2120, -4.8833)
H (2.5322, -2.9236, -5.2991)
H (3.8191, -1.0842, -2.2455)
H (2.9203, 0.3923, -2.5364)
H (4.2347, -0.0714, -3.6323)
C (-2.5487, 1.7898, 1.6935)
O (-2.7790, 0.6532, 0.8789)
C (-2.6840, -0.6742, 1.4288)
C (-2.2580, -1.5650, 0.2405)
H (-2.2282, 1.5432, 2.6993)
H (-3.4587, 2.3951, 1.7401)
H (-1.7475, 2.3803, 1.2445)
H (-1.2503, -1.9615, 0.3943)
H (-2.1811, -0.9713, -0.7022)
H (-2.9167, -2.4253, 0.0907)



Computed, not measured: a 2-piece molecular cluster, C2H3NS overall in a non-equilibrium geometry, with ωB97M-V/def2-TZVPD.

Calculated values
E: -14442.260 eV
energy above the lowest of the compared OMol25 structures with the same formula, charge and spin: 5.2093 eV
E_HOMO (alpha / beta): -0.3788 / -0.3793 Ha
gap between HOMO and LUMO (alpha / beta): 5.98 / 6.00 eV
maximum force: 5.02 eV Å⁻¹
LUMO energy (alpha / beta): -4.3 / -4.3 eV
net charge: 0

Atoms and positions in Å:
C (-0.1567, -0.7527, 2.3406)
C (0.0602, 0.3105, -1.1678)
N (0.6346, -0.5650, 3.1307)
S (-1.5208, -0.3275, -0.4258)
H (0.5180, -0.4312, -1.9288)
H (0.6548, 0.4998, -0.2305)
H (-0.1901, 1.2661, -1.7184)



Computed, not measured: a 2-piece molecular cluster, C5H14O overall in a non-equilibrium geometry, with ωB97M-V/def2-TZVPD.

Calculated values
E: -7455.736 eV
energy above the lowest of the compared OMol25 structures with the same formula, charge and spin: 2.7540 eV
E_HOMO (alpha / beta): 0.0495 / -0.2454 Ha
gap between HOMO and LUMO (alpha / beta): 2.57 / 10.67 eV
maximum force: 3.81 eV Å⁻¹
⟨S²⟩: 0.750
LUMO energy (alpha / beta): 3.9 / 4.0 eV
net charge: -1
2S+1: 2

Atoms and positions in Å:
C (0.8058, 1.9479, 2.9856)
C (1.9179, 0.9537, 2.7008)
H (-0.1681, 2.2148, 2.3415)
H (0.4878, 1.4801, 3.9283)
H (1.1403, 2.9488, 3.1748)
H (2.8677, 1.0355, 3.4350)
H (2.4277, 1.1424, 1.7309)
H (1.5811, -0.0401, 3.0353)
C (-0.7475, -1.1495, -1.4411)
C (0.7798, -0.7781, -1.8099)
C (-1.4125, -0.3403, -0.2819)
O (-1.5658, -0.9381, -2.6266)
H (-0.6264, -2.3597, -1.3136)
H (1.0466, -0.7476, -2.8372)
H (-2.2099, 0.2342, -0.7748)
H (-2.0014, -1.0313, 0.3458)
H (-0.7528, 0.0983, 0.4376)
H (-1.3858, 0.0481, -2.7527)
H (1.3082, -1.5125, -1.2872)
H (0.7510, 0.1911, -1.3715)